No. 1
Below is a structure of composition C19H31CrF9OP2 at a distorted geometry, with properties calculated with wB97M-V/def2-TZVPD.

Geometry (Å):
P1 -0.104 -1.666 -2.673
P2 -0.132 1.689 -3.001
C1 -0.488 -0.767 -4.265
C2 0.224 0.588 -4.404
H1 -1.577 -0.630 -4.308
H2 -0.192 -1.408 -5.104
H3 1.316 0.465 -4.444
H4 -0.104 1.108 -5.314
C3 -1.764 2.490 -3.300
H5 -2.000 3.149 -2.435
H6 -2.555 1.711 -3.345
H7 -1.710 3.079 -4.238
C4 1.018 3.088 -3.051
H8 0.723 3.757 -3.879
H9 2.034 2.693 -3.200
H10 0.976 3.615 -2.076
C5 -1.139 -3.162 -2.932
H11 -1.093 -3.783 -2.019
H12 -0.753 -3.734 -3.790
H13 -2.186 -2.876 -3.099
C6 1.552 -2.340 -3.016
H14 2.291 -1.510 -3.064
H15 1.528 -2.894 -3.983
H16 1.869 -3.009 -2.187
Cr1 -0.034 -2.167 1.885
C7 0.770 2.408 0.882
C8 -0.573 2.368 0.707
C9 -1.300 1.524 -0.299
C10 -1.718 0.032 -0.018
C11 -0.712 -1.050 -0.176
C12 0.725 -0.958 -0.202
C13 1.445 0.316 -0.438
C14 1.729 1.214 0.782
C15 0.854 -3.699 3.051
H17 1.236 3.317 1.281
H18 -1.194 3.041 1.320
H19 -0.777 1.522 -1.336
H20 -2.274 2.001 -0.567
H21 -2.333 -0.026 0.913
H22 -2.481 -0.191 -0.798
H23 -1.164 -1.953 -0.660
H24 1.268 -1.942 -0.220
H25 0.907 0.897 -1.244
H26 2.434 0.062 -0.897
H27 1.825 0.599 1.721
H28 2.766 1.667 0.625
H29 1.779 -3.211 3.428
H30 1.168 -4.572 2.442
H31 0.323 -4.118 3.944
F1 2.226 -0.419 4.280
C16 1.297 0.420 4.799
F2 1.359 0.328 6.163
F3 1.663 1.670 4.413
C17 -0.184 0.048 4.254
O1 -0.185 -0.449 3.011
C18 -0.790 -1.013 5.239
F4 -1.175 -0.498 6.444
F5 -1.850 -1.623 4.631
F6 0.105 -2.013 5.494
C19 -1.029 1.389 4.513
F7 -0.745 1.926 5.744
F8 -0.726 2.335 3.575
F9 -2.367 1.166 4.439

## Properties
* HOMO level (alpha / beta): -7.091 / -7.111 eV
* total charge: 0
* HOMO-LUMO gap (alpha / beta): 6.586 / 6.648 eV
* 2S+1: 5
* expectation value of S²: 6.047
* relative energy (zero: lowest compared OMol25 entry of this formula, charge and spin): 339.61 kJ/mol
* LUMO level (alpha / beta): -0.5 / -0.5 eV

No. 2
Below is a structure of composition C19H31F9OP2Ti at a distorted geometry, with properties calculated with wB97M-V/def2-TZVPD.

Geometry (Å):
P1 0.112 -1.939 0.712
P2 0.051 1.181 0.663
C1 -0.134 -1.116 -0.923
C2 0.354 0.339 -0.938
H1 -1.213 -1.179 -1.146
H2 0.411 -1.713 -1.670
H3 1.443 0.396 -1.117
H4 -0.163 0.916 -1.720
C3 -1.642 1.812 0.590
H5 -1.841 2.379 1.518
H6 -2.364 0.984 0.507
H7 -1.711 2.475 -0.289
C4 1.090 2.641 0.797
H8 0.979 3.240 -0.123
H9 2.138 2.333 0.939
H10 0.763 3.220 1.678
C5 -0.941 -3.414 0.706
H11 -0.662 -4.035 1.573
H12 -0.800 -3.978 -0.236
H13 -1.997 -3.109 0.816
C6 1.814 -2.592 0.574
H14 2.554 -1.780 0.623
H15 1.897 -3.117 -0.390
H16 2.008 -3.291 1.402
Ti1 0.149 -0.350 2.561
C7 0.584 1.209 -4.401
C8 -0.724 1.259 -4.148
C9 -1.778 0.524 -4.928
C10 -1.352 -0.833 -5.527
C11 -0.686 -1.748 -4.528
C12 0.607 -1.818 -4.240
C13 1.689 -1.029 -4.925
C14 1.275 0.368 -5.441
C15 0.085 -2.178 3.649
H17 1.266 1.920 -3.909
H18 -1.123 2.026 -3.464
H19 -2.168 1.150 -5.754
H20 -2.639 0.329 -4.270
H21 -2.283 -1.340 -5.826
H22 -0.796 -0.694 -6.467
H23 -1.385 -2.494 -4.113
H24 0.983 -2.639 -3.604
H25 2.109 -1.595 -5.778
H26 2.523 -0.879 -4.223
H27 2.215 0.893 -5.679
H28 0.745 0.292 -6.403
H29 0.727 -2.069 4.532
H30 0.328 -3.142 3.192
H31 -0.938 -2.242 4.039
F1 -0.558 3.418 3.622
C16 -0.877 2.884 4.839
F2 -0.496 3.771 5.786
F3 -2.224 2.782 4.858
C17 -0.211 1.494 5.014
O1 -0.511 0.679 3.921
C18 1.332 1.617 5.114
F4 1.757 2.113 6.291
F5 1.897 0.377 4.948
F6 1.837 2.397 4.115
C19 -0.748 0.883 6.345
F7 -0.629 1.721 7.402
F8 -2.053 0.554 6.216
F9 -0.076 -0.261 6.636

## Properties
* HOMO level (alpha / beta): -5.815 / -7.934 eV
* total charge: 0
* HOMO-LUMO gap (alpha / beta): 6.221 / 8.239 eV
* 2S+1: 3
* expectation value of S²: 2.006
* relative energy (zero: lowest compared OMol25 entry of this formula, charge and spin): 0.00 kJ/mol
* LUMO level (alpha / beta): 0.4 / 0.3 eV

No. 3
Below is a structure of composition C19H31GdN5O9, with properties calculated with wB97M-V/def2-TZVPD.

Geometry (Å):
Gd1 -0.303 0.177 0.612
O1 -0.255 -3.875 2.191
C1 -0.141 -2.950 1.401
O2 -0.825 -1.863 1.388
C2 0.918 -3.054 0.318
N1 0.761 -2.092 -0.778
C3 2.018 -2.022 -1.523
C4 2.991 -1.049 -0.888
N2 2.463 0.311 -0.844
C5 2.552 0.943 -2.146
C6 1.838 2.297 -2.210
N3 0.584 2.359 -1.459
C7 -0.595 2.285 -2.322
C8 -0.733 0.959 -3.044
N4 -1.148 -0.142 -2.161
C9 -0.708 -1.444 -2.683
C10 -0.374 -2.477 -1.621
C11 -2.616 -0.123 -2.007
C12 -3.147 -0.592 -0.654
O3 -4.095 -1.367 -0.632
O4 -2.566 -0.034 0.342
C13 0.504 3.581 -0.658
C14 -0.604 3.536 0.391
O5 -1.121 4.594 0.727
O6 -0.866 2.366 0.837
C15 3.166 1.069 0.185
C16 2.818 0.595 1.599
O7 3.623 0.816 2.492
O8 1.681 0.008 1.706
H1 0.929 -4.085 -0.059
H2 1.872 -2.870 0.814
H3 1.823 -1.728 -2.551
H4 2.487 -3.016 -1.576
H5 3.951 -1.082 -1.430
H6 3.194 -1.366 0.135
H7 2.125 0.262 -2.883
H8 3.605 1.097 -2.441
H9 1.674 2.549 -3.267
H10 2.507 3.067 -1.826
H11 -0.568 3.092 -3.073
H12 -1.479 2.453 -1.703
H13 0.217 0.701 -3.508
H14 -1.455 1.081 -3.864
H15 0.161 -1.279 -3.317
H16 -1.481 -1.874 -3.333
H17 -0.176 -3.434 -2.130
H18 -1.238 -2.633 -0.971
H19 -3.091 -0.705 -2.801
H20 -2.954 0.912 -2.092
H21 0.361 4.474 -1.279
H22 1.440 3.703 -0.108
H23 2.877 2.120 0.125
H24 4.256 1.019 0.063
C17 -2.967 -1.035 3.510
N5 -2.120 -0.357 4.496
C18 -2.392 -0.497 5.918
C19 -1.096 0.400 4.095
O9 -0.771 0.582 2.934
H25 -3.949 -1.186 3.957
H26 -2.537 -1.989 3.212
H27 -3.062 -0.424 2.615
H28 -3.048 -1.353 6.058
H29 -2.886 0.385 6.333
H30 -1.477 -0.685 6.480
H31 -0.548 0.887 4.914

## Properties
* HOMO level (alpha / beta): -6.277 / -6.245 eV
* total charge: -1
* HOMO-LUMO gap (alpha / beta): 8.622 / 6.012 eV
* 2S+1: 8
* expectation value of S²: 16.011
* LUMO level (alpha / beta): 2.3 / -0.2 eV

No. 4
Below is a structure of composition C19H31GeNO6SZr, with properties calculated with wB97M-V/def2-TZVPD.

Geometry (Å):
Zr1 0.022 0.036 0.239
C1 3.816 -0.318 -1.656
C2 2.603 -1.212 -1.715
C3 2.600 -2.303 -0.671
C4 2.291 -1.723 -3.106
O1 1.398 -0.279 -1.370
Ge1 -0.042 -0.012 -2.508
O2 -0.473 1.386 -1.390
C5 0.032 2.829 -1.688
C6 1.049 3.139 -0.610
C7 0.649 2.746 -3.071
C8 -1.198 3.698 -1.634
O3 -0.971 -1.087 -1.328
C9 -2.481 -1.236 -1.188
C10 -2.725 -2.712 -0.986
C11 -3.118 -0.680 -2.441
C12 -2.795 -0.410 0.055
H1 4.702 -0.914 -1.877
H2 3.944 0.107 -0.660
H3 3.762 0.484 -2.392
H4 3.416 -2.994 -0.883
H5 1.671 -2.875 -0.682
H6 2.781 -1.892 0.324
H7 3.093 -2.376 -3.455
H8 2.237 -0.902 -3.832
H9 1.379 -2.331 -3.120
H10 1.857 2.397 -0.588
H11 0.576 3.239 0.366
H12 1.528 4.095 -0.826
H13 1.533 2.095 -3.089
H14 0.999 3.731 -3.386
H15 -0.089 2.444 -3.824
H16 -1.669 3.649 -0.652
H17 -1.921 3.424 -2.402
H18 -0.905 4.735 -1.808
H19 -2.421 -3.278 -1.865
H20 -3.791 -2.882 -0.828
H21 -2.186 -3.087 -0.116
H22 -2.781 -1.233 -3.321
H23 -2.921 0.391 -2.559
H24 -4.202 -0.797 -2.391
H25 -2.302 -0.828 0.952
H26 -3.855 -0.463 0.308
H27 -2.591 0.662 -0.084
O4 0.013 -1.828 1.430
C13 0.492 -1.167 2.403
N1 1.295 -0.119 2.019
S1 0.658 1.170 2.859
O5 -0.455 1.419 1.815
O6 1.483 2.278 3.120
C14 0.041 0.240 4.197
C15 -0.401 0.661 5.428
C16 -0.868 -0.342 6.283
C17 -0.911 -1.675 5.888
C18 -0.486 -2.081 4.621
C19 0.015 -1.106 3.781
H28 -0.385 1.701 5.727
H29 -1.204 -0.070 7.274
H30 -1.277 -2.419 6.583
H31 -0.509 -3.122 4.327

## Properties
* HOMO level (alpha / beta): -18.970 / -18.969 eV
* total charge: +3
* HOMO-LUMO gap (alpha / beta): 8.279 / 5.260 eV
* 2S+1: 2
* expectation value of S²: 0.754
* LUMO level (alpha / beta): -10.7 / -13.7 eV

No. 5
Below is an isolated molecule of C19H31N3O at a distorted geometry, with properties calculated with wB97M-V/def2-TZVPD.

Geometry (Å):
C1 4.659 2.722 1.410
H1 4.672 2.161 2.341
H2 4.009 3.584 1.540
H3 5.668 3.067 1.205
C2 4.161 1.867 0.249
N1 5.085 0.777 -0.024
C3 4.965 -0.348 0.884
H4 5.969 -0.740 1.079
C4 4.075 -1.504 0.347
C5 3.072 -0.948 -0.622
N2 1.805 -0.927 -0.543
N3 1.123 -1.470 0.485
C6 -0.243 -1.477 0.559
O1 -0.769 -1.982 1.528
C7 -0.936 -0.855 -0.627
H5 -1.044 -1.644 -1.377
H6 -0.267 -0.101 -1.045
C8 -2.314 -0.239 -0.337
C9 -3.336 -1.317 0.034
C10 -4.699 -0.678 0.292
C11 -4.585 0.324 1.439
C12 -3.581 1.411 1.061
C13 -4.055 2.131 -0.199
C14 -4.167 1.124 -1.342
C15 -5.176 0.040 -0.969
H7 -6.157 0.489 -0.796
H8 -5.276 -0.674 -1.790
C16 -2.801 0.488 -1.597
H9 -2.873 -0.220 -2.426
H10 -2.083 1.262 -1.879
H11 -4.501 1.639 -2.251
H12 -5.026 2.599 -0.019
H13 -3.348 2.921 -0.466
C17 -2.216 0.774 0.808
H14 -1.875 0.269 1.713
H15 -1.485 1.547 0.555
H16 -3.496 2.132 1.883
H17 -4.252 -0.188 2.344
H18 -5.561 0.771 1.643
H19 -5.419 -1.460 0.561
H20 -2.997 -1.846 0.924
H21 -3.417 -2.042 -0.781
H22 1.608 -1.910 1.267
C18 3.704 -0.282 -1.809
H23 3.025 0.477 -2.195
H24 3.861 -1.020 -2.600
C19 5.065 0.325 -1.397
H25 5.857 -0.421 -1.501
H26 5.312 1.166 -2.049
H27 3.615 -2.030 1.184
H28 4.699 -2.218 -0.194
H29 4.560 0.012 1.830
H30 4.115 2.492 -0.646
H31 3.142 1.508 0.461

## Properties
* HOMO level: -8.422 eV
* total charge: 0
* HOMO-LUMO gap: 9.103 eV
* 2S+1: 1
* relative energy (zero: lowest compared OMol25 entry of this formula, charge and spin): 15.07 kJ/mol
* LUMO level: 0.7 eV

No. 6
Below is a cluster of 2 separate species, C19H32BO4 in total at a distorted geometry, with properties calculated with wB97M-V/def2-TZVPD.

Geometry (Å):
C1 -5.022 3.806 2.628
C2 -4.953 4.686 1.416
O1 -5.866 4.730 0.655
O2 -3.871 5.479 1.240
C3 -2.702 4.787 0.734
C4 -1.754 4.360 1.839
C5 -0.395 3.887 1.325
C6 0.273 2.962 2.353
O3 1.648 2.985 2.307
B1 2.128 1.533 2.243
O4 0.990 0.793 2.809
C7 -0.217 1.468 2.470
C8 -0.771 0.798 1.217
C9 -0.183 -0.355 0.691
C10 -0.709 -0.941 -0.454
C11 -1.810 -0.423 -1.123
C12 -2.423 0.714 -0.595
C13 -1.900 1.294 0.556
H1 -4.111 3.774 3.210
H2 -5.324 2.810 2.332
H3 -5.805 4.215 3.263
H4 -2.179 5.482 0.084
H5 -3.023 3.958 0.106
H6 -1.653 5.191 2.531
H7 -2.203 3.538 2.396
H8 0.269 4.745 1.242
H9 -0.471 3.422 0.343
H10 -0.029 3.417 3.320
H11 3.151 1.472 2.920
H12 2.362 1.281 1.050
H13 -0.857 1.334 3.339
H14 0.677 -0.785 1.171
H15 -0.236 -1.821 -0.866
H16 -2.202 -0.866 -2.026
H17 -3.289 1.166 -1.055
H18 -2.394 2.160 0.968
C14 2.576 -4.929 0.034
C15 2.540 -3.716 -0.891
C16 1.665 -3.923 -2.126
C17 2.122 -5.045 -3.061
C18 3.546 -4.899 -3.592
C19 3.753 -3.646 -4.438
H19 3.003 -5.804 -0.460
H20 3.185 -4.721 0.915
H21 1.571 -5.186 0.376
H22 3.558 -3.447 -1.183
H23 2.148 -2.863 -0.333
H24 1.614 -2.983 -2.683
H25 0.641 -4.134 -1.804
H26 1.430 -5.095 -3.908
H27 2.033 -6.007 -2.547
H28 3.782 -5.778 -4.199
H29 4.260 -4.902 -2.764
H30 3.075 -3.640 -5.295
H31 4.774 -3.600 -4.819
H32 3.577 -2.737 -3.862

## Properties
* HOMO level: -3.996 eV
* total charge: -1
* HOMO-LUMO gap: 6.713 eV
* 2S+1: 1
* LUMO level: 2.7 eV

No. 7
Below is a cluster of 13 separate species, C19H32Cl22F6O4 in total at a distorted geometry, with properties calculated with wB97M-V/def2-TZVPD.

Geometry (Å):
C1 -5.157 0.513 1.924
Cl1 -6.057 2.025 1.982
Cl2 -4.398 0.086 3.501
H1 -5.735 -0.362 1.627
H2 -4.340 0.722 1.233
C2 -4.336 -4.669 2.250
Cl3 -3.874 -4.962 0.613
Cl4 -4.817 -2.947 2.464
H3 -5.128 -5.375 2.499
H4 -3.467 -4.897 2.866
C3 4.551 4.809 1.257
Cl5 3.055 5.653 1.384
Cl6 4.325 3.170 1.969
H5 4.821 4.800 0.201
H6 5.350 5.270 1.837
C4 2.393 3.322 4.974
Cl7 1.713 1.710 4.667
Cl8 3.449 3.267 6.404
H7 2.926 3.689 4.097
H8 1.566 4.008 5.155
C5 -0.714 -2.082 4.268
Cl9 -2.060 -3.155 4.697
Cl10 -0.519 -0.949 5.653
H9 0.128 -2.755 4.106
H10 -1.017 -1.523 3.383
C6 1.004 -5.032 0.975
Cl11 -0.485 -4.239 1.447
Cl12 1.109 -5.097 -0.827
H11 1.791 -4.386 1.365
H12 1.055 -6.053 1.354
C7 0.250 1.888 -5.001
Cl13 -0.555 1.244 -3.498
Cl14 0.064 0.722 -6.388
H13 -0.188 2.856 -5.244
H14 1.329 1.975 -4.880
C8 -1.856 3.984 -1.261
Cl15 -0.247 4.241 -0.474
Cl16 -2.732 2.668 -0.432
H15 -2.412 4.912 -1.127
H16 -1.639 3.776 -2.309
C9 3.386 -0.990 1.929
Cl17 3.350 -2.100 3.347
Cl18 3.459 -2.025 0.416
H17 2.483 -0.381 1.953
H18 4.225 -0.304 2.047
C10 0.204 0.521 -0.060
Cl19 1.141 1.685 0.961
Cl20 -1.294 -0.177 0.667
H19 0.066 1.099 -0.974
H20 0.836 -0.352 -0.228
C11 -1.636 3.169 3.402
Cl21 -0.646 4.607 3.222
Cl22 -1.672 2.602 5.040
H21 -2.663 3.493 3.233
H22 -1.332 2.362 2.735
C12 -3.514 -1.920 -1.218
C13 -2.705 -2.922 -2.054
O1 -2.634 -2.651 -3.445
C14 -1.742 -3.300 -4.247
O2 -0.948 -4.143 -3.814
C15 -1.696 -2.858 -5.741
F1 -1.747 -3.803 -6.616
F2 -2.650 -1.946 -5.969
F3 -0.531 -2.291 -5.908
H23 -4.509 -1.855 -1.659
H24 -3.177 -0.884 -1.249
H25 -3.617 -2.199 -0.169
H26 -3.261 -3.856 -1.981
H27 -1.711 -3.030 -1.618
C16 3.135 2.944 -1.772
C17 3.852 1.692 -1.144
O3 3.185 0.516 -1.562
C18 3.499 -0.139 -2.753
O4 4.385 0.277 -3.527
C19 2.608 -1.354 -3.107
F4 3.417 -2.414 -3.163
F5 1.723 -1.574 -2.156
F6 2.043 -1.255 -4.315
H28 2.101 2.865 -1.438
H29 3.146 2.923 -2.862
H30 3.655 3.812 -1.365
H31 3.756 1.702 -0.058
H32 4.882 1.626 -1.495

## Properties
* HOMO level: -10.493 eV
* total charge: 0
* HOMO-LUMO gap: 10.560 eV
* 2S+1: 1
* relative energy (zero: lowest compared OMol25 entry of this formula, charge and spin): 0.00 kJ/mol
* LUMO level: 0.1 eV

Please write out number 2 again, unchanged.
Below is a structure of composition C19H31F9OP2Ti at a distorted geometry, with properties calculated with wB97M-V/def2-TZVPD.

Geometry (Å):
P1 0.112 -1.939 0.712
P2 0.051 1.181 0.663
C1 -0.134 -1.116 -0.923
C2 0.354 0.339 -0.938
H1 -1.213 -1.179 -1.146
H2 0.411 -1.713 -1.670
H3 1.443 0.396 -1.117
H4 -0.163 0.916 -1.720
C3 -1.642 1.812 0.590
H5 -1.841 2.379 1.518
H6 -2.364 0.984 0.507
H7 -1.711 2.475 -0.289
C4 1.090 2.641 0.797
H8 0.979 3.240 -0.123
H9 2.138 2.333 0.939
H10 0.763 3.220 1.678
C5 -0.941 -3.414 0.706
H11 -0.662 -4.035 1.573
H12 -0.800 -3.978 -0.236
H13 -1.997 -3.109 0.816
C6 1.814 -2.592 0.574
H14 2.554 -1.780 0.623
H15 1.897 -3.117 -0.390
H16 2.008 -3.291 1.402
Ti1 0.149 -0.350 2.561
C7 0.584 1.209 -4.401
C8 -0.724 1.259 -4.148
C9 -1.778 0.524 -4.928
C10 -1.352 -0.833 -5.527
C11 -0.686 -1.748 -4.528
C12 0.607 -1.818 -4.240
C13 1.689 -1.029 -4.925
C14 1.275 0.368 -5.441
C15 0.085 -2.178 3.649
H17 1.266 1.920 -3.909
H18 -1.123 2.026 -3.464
H19 -2.168 1.150 -5.754
H20 -2.639 0.329 -4.270
H21 -2.283 -1.340 -5.826
H22 -0.796 -0.694 -6.467
H23 -1.385 -2.494 -4.113
H24 0.983 -2.639 -3.604
H25 2.109 -1.595 -5.778
H26 2.523 -0.879 -4.223
H27 2.215 0.893 -5.679
H28 0.745 0.292 -6.403
H29 0.727 -2.069 4.532
H30 0.328 -3.142 3.192
H31 -0.938 -2.242 4.039
F1 -0.558 3.418 3.622
C16 -0.877 2.884 4.839
F2 -0.496 3.771 5.786
F3 -2.224 2.782 4.858
C17 -0.211 1.494 5.014
O1 -0.511 0.679 3.921
C18 1.332 1.617 5.114
F4 1.757 2.113 6.291
F5 1.897 0.377 4.948
F6 1.837 2.397 4.115
C19 -0.748 0.883 6.345
F7 -0.629 1.721 7.402
F8 -2.053 0.554 6.216
F9 -0.076 -0.261 6.636

## Properties
* HOMO level (alpha / beta): -5.815 / -7.934 eV
* total charge: 0
* HOMO-LUMO gap (alpha / beta): 6.221 / 8.239 eV
* 2S+1: 3
* expectation value of S²: 2.006
* relative energy (zero: lowest compared OMol25 entry of this formula, charge and spin): 0.00 kJ/mol
* LUMO level (alpha / beta): 0.4 / 0.3 eV

> Which formula does entry 1 have?

C19H31CrF9OP2